No. 1
Formula: C4H15N2O
Source: the OMol25 dataset
Level of theory: wB97M-V/def2-TZVPD

Geometry as ORCA input:
```
! RIJCOSX wB97M-V def2-TZVPD def2/J DEFGRID3
* xyz 1 1
C -1.712 -0.542 -0.894
N -3.160 -0.915 -0.461
C -0.800 0.284 0.029
N -0.234 -0.754 1.162
C 0.420 1.117 -2.105
C 0.505 0.895 -0.577
H -1.299 -1.409 -1.309
H -1.750 0.020 -1.814
H -3.515 -1.247 -1.440
H -3.596 0.132 -0.452
H -1.248 1.158 0.554
H -1.056 -1.418 1.293
H 0.062 -0.301 2.093
H 0.625 -1.229 0.971
H 1.352 1.660 -2.529
H 0.150 0.239 -2.671
H -0.418 1.764 -2.302
H 0.813 1.820 -0.016
H 1.389 0.246 -0.389
H 4.951 -0.699 3.057
H 4.404 -0.154 4.229
O 4.116 -0.666 3.570
*
```

Output
relative energy (zero: lowest compared OMol25 entry of this formula, charge and spin): 65.7 kcal/mol
gap between HOMO and LUMO: 10.8873 eV

These are the Mulliken partial charges, in e, on atoms 1 to 2: C -1.43; N -0.65

***

No. 2
Formula: C5H8O
Source: the OMol25 dataset
Level of theory: wB97M-V/def2-TZVPD

Geometry as ORCA input:
```
! RIJCOSX wB97M-V def2-TZVPD def2/J DEFGRID3
* xyz 0 1
O 1.521 1.497 -0.947
C 1.889 0.737 -0.083
C 0.970 -0.243 0.599
C -0.188 -0.446 -0.331
C -1.544 -0.847 0.124
C -1.237 0.600 -0.397
H 2.958 0.722 0.168
H 1.515 -1.166 0.837
H 0.619 0.181 1.554
H 0.076 -0.832 -1.315
H -2.036 -1.669 -0.409
H -1.741 -0.902 1.195
H -1.545 0.986 -1.369
H -1.258 1.381 0.373
*
```

Output
relative energy (zero: lowest compared OMol25 entry of this formula, charge and spin): 36.2 kcal/mol
gap between HOMO and LUMO: 10.6987 eV

These are the Mulliken partial charges, in e, on atoms 1 to 2: O -0.45; C 0.01